1.
C14H31N5O7Zn as an isolated structure, computed with ωB97M-V/def2-TZVPD.

* orbital gap (spin up / spin down): 0.38676 / 0.14188 hartree
* HOMO energy (spin up / spin down): -18.36 / -18.36 eV
* <S²>: 0.76
* molecular weight: 446.82 g mol⁻¹

Structure (ORCA input):
```
! RIJCOSX wB97M-V def2-TZVPD def2/J DEFGRID3
* xyz 3 2
Zn -0.301 0.069 0.271
O 0.854 0.000 -1.613
C 1.488 0.122 -2.648
N 1.316 1.158 -3.513
C 2.502 -0.949 -3.028
H 1.859 1.187 -4.364
H 0.507 1.754 -3.408
H 2.599 -1.118 -4.100
H 2.119 -1.813 -2.486
H 3.402 -0.774 -2.439
O -2.003 -0.603 -0.590
C -2.659 -1.341 -1.365
N -2.344 -1.508 -2.594
C -3.628 -2.310 -0.821
H -2.705 -2.390 -2.928
H -1.615 -0.911 -2.959
H -4.623 -1.869 -0.761
H -3.424 -2.676 0.186
H -3.862 -3.146 -1.479
O -0.780 2.077 -0.011
C -1.357 3.117 -0.364
N -2.556 3.488 0.120
C -0.663 4.032 -1.402
H -2.986 2.976 0.876
H -3.038 4.278 -0.286
H -1.196 4.939 -1.688
H -0.253 3.652 -2.337
H 0.094 4.535 -0.800
O -0.921 -0.263 2.145
C -1.829 -0.700 2.809
N -2.995 -1.102 2.362
C -1.731 -0.839 4.336
H -3.702 -1.523 2.947
H -3.168 -1.054 1.368
H -1.768 -1.857 4.724
H -2.422 -0.068 4.676
H -0.796 -0.431 4.718
O 0.184 -1.957 0.110
C -0.031 -3.188 0.201
N -0.931 -3.678 1.046
C 0.643 -4.126 -0.704
H -1.370 -3.057 1.710
H -1.146 -4.661 0.954
H 1.464 -4.666 -0.232
H 1.071 -3.664 -1.594
H 0.035 -5.018 -0.858
O 1.420 0.722 1.166
C 2.307 1.488 1.312
O 2.270 2.706 0.733
C 3.527 3.387 0.746
C 4.424 2.319 1.335
C 3.584 1.202 2.074
H 3.550 4.207 1.464
H 3.856 3.724 -0.237
H 5.253 2.679 1.945
H 4.889 1.902 0.442
H 3.528 1.230 3.163
H 4.058 0.308 1.670
*
```

---

2.
A 5-piece molecular cluster, C14H31NO19PS4 overall, computed with ωB97M-V/def2-TZVPD.

* orbital gap: 0.22632 hartree
* HOMO energy: -4.24 eV
* ΔE to the lowest compared entry with this formula, charge and spin: 161.7 kJ/mol
* molecular weight: 676.63 g mol⁻¹

Structure (ORCA input):
```
! RIJCOSX wB97M-V def2-TZVPD def2/J DEFGRID3
* xyz -1 1
C -3.146 7.247 -2.380
N -2.473 6.265 -3.271
C -3.358 5.939 -4.457
C -2.308 4.950 -2.587
O -3.265 4.539 -1.877
C -0.992 4.071 -2.657
C -0.838 3.257 -4.052
C 0.580 2.438 -3.981
O 0.239 1.201 -3.267
P -1.371 0.698 -3.704
O -1.930 2.293 -4.137
H -2.653 7.250 -1.356
H -4.275 7.060 -2.289
H -3.051 8.314 -2.801
H -4.464 6.046 -4.209
H -3.052 6.613 -5.324
H -3.117 4.851 -4.724
H -0.060 4.725 -2.517
H -1.090 3.284 -1.829
H -0.912 3.895 -5.008
H 0.887 2.045 -5.014
H 1.391 2.874 -3.313
H -1.054 -0.674 -3.332
H -1.067 0.360 -5.083
H -2.734 0.296 -3.994
H -1.729 0.968 -2.308
C -0.048 0.815 0.730
C 0.146 -0.357 -0.213
O 1.151 -1.169 0.412
S 1.010 -1.043 2.019
O 0.256 -2.167 2.492
O 2.290 -0.684 2.558
O 0.051 0.260 2.048
H 0.749 1.555 0.612
H -1.014 1.299 0.592
H 0.464 -0.043 -1.208
H -0.766 -0.952 -0.295
C -4.976 -0.909 2.427
C -3.538 -1.401 2.364
O -3.216 -1.424 0.974
S -4.023 -0.232 0.222
O -3.144 0.888 0.090
O -4.735 -0.796 -0.881
O -5.078 0.090 1.413
H -5.679 -1.712 2.186
H -5.226 -0.489 3.402
H -3.417 -2.391 2.803
H -2.858 -0.700 2.857
C 5.996 -1.280 2.468
C 6.171 -1.663 3.928
O 6.181 -3.091 3.937
S 6.845 -3.626 2.557
O 8.222 -3.927 2.807
O 5.942 -4.560 1.954
O 6.772 -2.232 1.734
H 4.952 -1.378 2.156
H 6.341 -0.267 2.262
H 5.368 -1.279 4.557
H 7.133 -1.315 4.315
C 2.555 -5.274 2.759
C 1.610 -5.490 1.590
O 0.887 -6.680 1.911
S 0.712 -6.771 3.521
O -0.584 -6.267 3.864
O 1.184 -8.051 3.955
O 1.813 -5.649 3.921
H 3.428 -5.929 2.686
H 2.886 -4.238 2.835
H 2.139 -5.604 0.644
H 0.891 -4.670 1.508
*
```